Run w
A 10-piece molecular cluster, C20H60O10 overall. Source: the OMol25 dataset; level of theory: ωB97M-V/def2-TZVPD.

Element x y z (Å)
C -7.537 -20.132 28.402
C -7.811 -21.631 28.571
C -7.930 -21.995 29.992
O -9.049 -21.991 27.936
H -7.310 -19.927 27.352
H -6.743 -19.793 29.062
H -8.459 -19.619 28.679
H -6.957 -22.228 28.208
H -8.795 -21.482 30.443
H -7.044 -21.683 30.545
H -8.090 -23.067 30.091
H -8.926 -22.340 27.010
C -3.554 -21.923 26.430
C -3.477 -22.226 27.928
C -2.058 -22.018 28.373
O -4.436 -21.385 28.743
H -2.971 -22.634 25.816
H -3.177 -20.919 26.212
H -4.595 -22.016 26.099
H -3.790 -23.262 28.054
H -1.817 -20.950 28.254
H -1.341 -22.586 27.772
H -1.936 -22.256 29.431
H -4.359 -20.466 28.467
C -13.015 -24.462 29.699
C -11.897 -23.939 28.842
C -12.395 -23.549 27.415
O -11.330 -22.793 29.575
H -12.631 -24.813 30.657
H -13.562 -25.267 29.202
H -13.710 -23.642 29.899
H -11.104 -24.711 28.747
H -12.878 -24.382 26.896
H -11.545 -23.206 26.803
H -13.076 -22.691 27.480
H -10.585 -22.428 29.048
C -8.869 -18.612 22.313
C -7.684 -19.513 22.521
C -7.507 -19.947 23.935
O -7.832 -20.776 21.731
H -8.943 -18.336 21.257
H -8.778 -17.685 22.895
H -9.794 -19.094 22.633
H -6.797 -18.989 22.133
H -8.395 -20.516 24.238
H -7.382 -19.109 24.609
H -6.647 -20.617 23.998
H -7.848 -20.564 20.788
C -11.447 -26.930 21.263
C -10.357 -27.295 22.258
C -10.223 -26.255 23.354
O -10.689 -28.647 22.768
H -12.417 -27.261 21.636
H -11.270 -27.431 20.310
H -11.495 -25.853 21.097
H -9.394 -27.355 21.713
H -10.288 -25.244 22.934
H -9.258 -26.337 23.857
H -11.037 -26.359 24.070
H -10.110 -28.869 23.513
C -4.865 -25.727 28.813
O -3.486 -26.041 28.931
H -5.367 -25.774 29.782
H -5.009 -24.750 28.332
H -5.316 -26.472 28.157
H -3.046 -25.266 29.287
C -7.689 -24.055 25.686
O -9.007 -23.501 25.528
H -7.530 -24.923 25.042
H -6.884 -23.317 25.500
H -7.612 -24.371 26.722
H -9.164 -23.336 24.562
C -3.959 -26.415 25.434
O -4.773 -26.573 24.215
H -2.885 -26.321 25.193
H -4.234 -25.516 26.010
H -4.118 -27.287 26.063
H -4.928 -25.685 23.819
C -10.529 -22.355 21.830
O -9.658 -22.824 22.802
H -11.408 -22.983 21.888
H -10.811 -21.318 22.015
H -10.088 -22.439 20.835
H -8.809 -22.355 22.662
C -5.674 -23.370 22.252
O -4.748 -23.881 23.186
H -6.664 -23.721 22.530
H -5.692 -22.274 22.257
H -5.453 -23.712 21.234
H -3.931 -23.393 23.116

The SMILES is CC(C)O.CC(C)O.CC(C)O.CC(C)O.CC(C)O.CO.CO.CO.CO.CO. Its molar mass is 460.69 g mol⁻¹. For the HOMO energy, the calculation gives -9.3 eV. The HOMO-LUMO gap comes out at 0.3419 hartree.

Atomic charges from the Mulliken analysis, expressed in e, are listed below: -1.536, 1.805, -1.839, -0.385, 0.120, 0.367, 0.452, -0.236, 0.356, 0.433, 0.380, 0.175, -1.207, 1.810, -1.522, -0.449, 0.346, 0.505, 0.118, -1.119, 0.387, 0.381, 0.378, 0.285, -1.526, 0.744, -0.864, -0.570, 0.364, 0.380, 0.347, 0.150, 0.368, -0.030, 0.310, 0.327, -1.385, 0.480, -0.905, -0.454, 0.384, 0.403, 0.259, 0.268, 0.118, 0.511, 0.130, 0.250, -1.250, 0.655, -0.633, -0.578, 0.339, 0.337, 0.255, 0.170, -0.239, 0.288, 0.351, 0.304, -0.311, -0.504, 0.319, -0.023, 0.278, 0.300, -0.446, -0.285, 0.213, 0.054, 0.360, 0.277, -0.122, -0.564, 0.255, -0.175, 0.263, 0.335, -0.719, -0.511, 0.333, 0.212, 0.293, 0.071, -0.387, -0.416, -0.038, 0.232, 0.408, 0.233

Run x
A 10-piece molecular cluster, C20H60O10 overall. Source: the OMol25 dataset; level of theory: ωB97M-V/def2-TZVPD.

Element x y z (Å)
C 1.190 1.299 1.609
C 0.320 0.447 0.680
O 0.453 0.848 -0.620
H 0.881 2.341 1.698
H 2.189 1.081 1.233
H 1.126 0.902 2.622
H -0.692 0.574 1.064
H 0.733 -0.553 0.816
H -0.247 0.362 -1.062
C -1.706 1.421 8.102
C -2.607 2.433 8.837
O -2.481 2.147 10.246
H -1.868 1.524 7.029
H -2.094 0.450 8.411
H -0.675 1.540 8.432
H -3.652 2.300 8.555
H -2.327 3.471 8.661
H -2.993 1.340 10.335
C 4.674 2.365 -4.673
C 5.036 2.571 -3.240
O 3.907 3.063 -2.591
H 3.773 1.772 -4.834
H 5.539 1.864 -5.107
H 4.439 3.266 -5.240
H 5.852 3.282 -3.112
H 5.383 1.697 -2.689
H 3.236 2.402 -2.405
C 3.492 -2.975 6.298
C 2.935 -1.742 7.051
O 3.397 -0.603 6.287
H 3.065 -3.820 6.837
H 4.580 -2.934 6.358
H 3.074 -3.009 5.292
H 3.159 -1.724 8.118
H 1.854 -1.873 7.015
H 4.240 -0.774 5.861
C 1.319 -3.282 -4.306
C 0.539 -3.980 -5.509
O 0.162 -3.066 -6.488
H 0.771 -2.756 -3.524
H 2.004 -2.602 -4.812
H 1.947 -4.003 -3.784
H -0.365 -4.521 -5.229
H 1.122 -4.853 -5.803
H -0.777 -3.185 -6.650
C -1.245 5.682 -2.244
C -0.034 6.330 -2.949
O 0.065 6.054 -4.311
H -1.502 4.752 -2.751
H -2.045 6.416 -2.342
H -1.028 5.602 -1.179
H 0.793 5.891 -2.392
H -0.056 7.418 -2.883
H 0.706 6.640 -4.719
C -5.056 -1.873 4.166
C -5.369 -1.954 5.652
O -4.361 -2.928 6.197
H -5.091 -2.844 3.673
H -4.138 -1.397 3.822
H -5.821 -1.301 3.640
H -6.267 -2.451 6.018
H -5.155 -1.045 6.214
H -4.793 -3.734 6.491
C -4.538 -1.579 -4.299
C -4.158 -2.260 -2.926
O -3.404 -1.294 -2.251
H -3.823 -0.811 -4.596
H -5.454 -1.018 -4.114
H -4.615 -2.455 -4.943
H -3.473 -3.077 -3.151
H -5.074 -2.399 -2.353
H -4.065 -0.614 -2.101
C -1.890 2.622 -6.832
C -3.292 3.327 -6.759
O -3.101 4.785 -6.793
H -2.107 1.751 -7.450
H -1.582 2.377 -5.816
H -1.117 3.122 -7.416
H -3.963 3.014 -5.959
H -3.790 3.165 -7.714
H -2.475 4.976 -6.091
C 4.811 -4.444 1.329
C 5.431 -4.964 0.032
O 6.547 -5.812 0.389
H 4.375 -5.275 1.883
H 3.927 -3.821 1.195
H 5.477 -3.893 1.993
H 5.825 -4.183 -0.617
H 4.648 -5.492 -0.512
H 7.371 -5.509 -0.001

The SMILES is CCO.CCO.CCO.CCO.CCO.CCO.CCO.CCO.CCO.CCO. Its molar mass is 460.69 g mol⁻¹. For the HOMO energy, the calculation gives -10.0 eV. The HOMO-LUMO gap comes out at 0.3755 hartree.

Atomic charges from the Mulliken analysis, expressed in e, are listed below: -1.135, -0.145, -0.457, 0.323, 0.276, 0.342, 0.269, 0.253, 0.273, -0.827, -0.321, -0.516, 0.298, 0.259, 0.265, 0.252, 0.289, 0.302, -0.911, -0.244, -0.496, 0.270, 0.330, 0.251, 0.249, 0.272, 0.278, -1.121, -0.125, -0.510, 0.330, 0.379, 0.282, 0.232, 0.233, 0.300, -0.859, -0.232, -0.520, 0.230, 0.269, 0.276, 0.270, 0.237, 0.331, -0.965, -0.162, -0.508, 0.243, 0.281, 0.332, 0.212, 0.288, 0.291, -0.915, -0.143, -0.540, 0.261, 0.282, 0.326, 0.282, 0.158, 0.288, -0.950, -0.314, -0.510, 0.251, 0.340, 0.311, 0.335, 0.244, 0.292, -0.938, -0.247, -0.522, 0.307, 0.279, 0.324, 0.231, 0.266, 0.292, -0.972, -0.154, -0.526, 0.286, 0.312, 0.280, 0.281, 0.188, 0.303

Of them, run w has the highest stability.

Run w
A 6-piece molecular cluster, C6H21NO5 overall. Source: the OMol25 dataset; level of theory: ωB97M-V/def2-TZVPD.

Element x y z (Å)
C 1.370 1.431 2.441
C 2.123 1.064 1.415
N 2.238 -0.270 1.006
C 2.706 -0.517 -0.352
C -0.345 -1.348 -2.646
C 0.417 -0.973 -1.389
C 1.738 -0.851 -1.434
H 0.837 0.705 3.053
H 1.335 2.381 2.955
H 2.803 1.721 0.886
H 1.477 -0.844 1.342
H 3.345 0.320 -0.654
H 3.421 -1.338 -0.186
H -0.621 -0.464 -3.213
H 0.303 -1.983 -3.258
H -1.206 -1.969 -2.390
H -0.234 -0.944 -0.498
H 2.239 -1.171 -2.350
H -2.151 -0.883 0.639
H -1.372 0.212 1.331
O -1.301 -0.741 1.079
H -2.122 2.247 2.321
H -2.113 2.507 0.760
O -1.791 1.910 1.470
H -2.500 0.608 -1.206
H -2.957 -0.366 -2.324
O -3.279 0.107 -1.554
H -0.255 -2.029 1.665
H 0.416 -2.516 3.007
O 0.430 -2.606 2.053
H -1.209 1.959 -0.729
H -2.193 2.674 -1.599
O -1.548 1.964 -1.642

As for the multiplicity: 2. Its molar mass is 187.24 g mol⁻¹. For the HOMO energy (spin up / spin down), the calculation gives 0.0 / -4.9 eV. The total charge is -1. The HOMO-LUMO gap (spin up / spin down) comes out at 0.1237 / 0.3013 hartree.

Atomic charges from the natural (NBO) analysis, expressed in e, are listed below: -0.533, 0.010, -0.628, -0.238, -0.649, -0.199, -0.223, 0.180, 0.202, 0.178, 0.405, 0.191, 0.190, 0.223, 0.195, 0.202, 0.245, 0.177, 0.492, 0.522, -1.026, 0.420, 0.286, -1.357, 0.485, 0.454, -1.003, 0.509, 0.464, -0.988, 0.459, 0.408, -1.051

Run x
A 6-piece molecular cluster, C6H21NO5 overall. Source: the OMol25 dataset; level of theory: ωB97M-V/def2-TZVPD.

Element x y z (Å)
C 0.619 2.660 0.106
C 0.867 1.365 0.836
C -0.085 0.592 1.366
N 0.164 -0.729 1.805
C -1.021 -1.538 2.096
C -1.957 -1.372 -0.276
C -2.074 -1.592 1.022
H 0.050 2.416 -0.787
H 0.041 3.387 0.675
H 1.561 3.141 -0.163
H 1.822 0.871 0.672
H -1.053 0.979 1.667
H 0.724 -1.204 1.105
H -1.431 -1.158 3.035
H -0.668 -2.560 2.271
H -0.987 -1.165 -0.717
H -2.800 -1.292 -0.941
H -3.066 -1.801 1.428
H 2.633 -2.457 -0.846
H 2.128 -1.021 -0.550
O 2.068 -1.940 -0.257
H 0.493 -1.929 -2.375
H 1.382 -1.514 -3.507
O 1.007 -1.164 -2.682
H 3.047 -0.190 2.202
H 2.865 -1.564 1.607
O 3.529 -0.867 1.705
H -2.499 2.800 -1.191
H -2.915 2.548 0.301
O -2.271 2.340 -0.376
H -1.108 0.904 -2.581
H -0.208 1.856 -3.177
O -0.857 1.197 -3.471

As for the multiplicity: 2. Its molar mass is 187.24 g mol⁻¹. For the HOMO energy (spin up / spin down), the calculation gives 0.7 / -5.1 eV. The total charge is -1. The HOMO-LUMO gap (spin up / spin down) comes out at 0.0765 / 0.2910 hartree.

Atomic charges from the natural (NBO) analysis, expressed in e, are listed below: -0.652, -0.306, 0.007, -0.649, -0.267, -0.456, -0.223, 0.208, 0.201, 0.199, 0.188, 0.177, 0.398, 0.185, 0.211, 0.199, 0.197, 0.178, 0.443, 0.482, -1.150, 0.414, 0.382, -1.250, 0.462, 0.488, -0.964, 0.470, 0.466, -0.992, 0.466, 0.450, -0.962

Of them, run w has the highest stability.

Run w
A 2-piece molecular cluster, C2H7N3O3 overall. Source: the OMol25 dataset; level of theory: ωB97M-V/def2-TZVPD.

Element x y z (Å)
C 2.836 -0.267 0.398
C -0.491 0.047 -0.182
H 3.398 0.629 0.604
H 2.528 -0.660 1.253
H 3.607 -0.906 -0.102
H 0.759 1.638 -0.273
H 0.089 -1.853 -0.024
H -2.973 -1.212 0.047
H -2.034 2.540 0.144
N 0.779 0.600 0.013
N -0.634 -1.364 -0.432
N -1.627 0.754 -0.196
O 1.842 -0.012 -0.502
O -1.775 -1.954 0.412
O -1.200 2.117 0.259

Its molar mass is 121.10 g mol⁻¹. For the HOMO energy, the calculation gives -8.7 eV. The HOMO-LUMO gap comes out at 0.3208 hartree.

Atomic charges from the natural (NBO) analysis, expressed in e, are listed below: -0.235, 0.480, 0.165, 0.174, 0.194, 0.398, 0.358, 0.486, 0.478, -0.337, -0.326, -0.268, -0.375, -0.565, -0.625

Run x
C2H7N3O3 as an isolated structure. Source: the OMol25 dataset; level of theory: ωB97M-V/def2-TZVPD.

Element x y z (Å)
C -1.256 1.461 0.370
C -0.617 -1.296 -0.013
O -1.005 0.375 -0.471
O -0.623 -1.992 -0.996
H -1.241 -1.431 0.880
H -0.483 1.686 1.112
H -2.181 1.272 0.936
H -1.441 2.350 -0.245
N 1.471 -0.200 -1.612
O 0.819 -0.295 1.764
N 1.066 -0.832 0.473
N 1.411 0.129 -0.356
H 1.404 -0.807 2.336
H 0.839 -0.930 -1.952
H 1.837 0.511 -2.226

Its molar mass is 121.10 g mol⁻¹. For the HOMO energy, the calculation gives -8.8 eV. The HOMO-LUMO gap comes out at 0.3023 hartree.

Atomic charges from the natural (NBO) analysis, expressed in e, are listed below: -0.250, 0.581, -0.736, -0.626, 0.177, 0.161, 0.149, 0.177, -0.498, -0.560, -0.024, 0.141, 0.480, 0.426, 0.401

Of them, run x has the highest stability.